C25H20N6O4STl as an isolated structure, computed with ωB97M-V/def2-TZVPD.

```
57
Properties=species:S:1:pos:R:3:forces:R:3:mulliken_charge:R:1
Tl 0.1438 0.0469 -0.1085 -0.26 -0.27 -0.04 2.23
O 0.2071 0.2066 2.1086 0.06 0.07 0.22 -0.57
C 1.1679 0.0564 2.9654 -0.04 0.02 -0.08 0.37
C 0.8156 0.0257 4.3418 0.01 0.00 0.02 -0.85
C 1.7435 -0.0885 5.3441 0.01 -0.01 -0.03 -0.45
C 3.1044 -0.1895 5.0367 -0.03 0.02 0.06 -0.84
C 3.4758 -0.1776 3.7140 0.02 -0.01 -0.05 -0.99
C 2.5561 -0.0603 2.6589 0.04 -0.02 -0.01 1.03
C 3.0829 -0.0580 1.2906 -0.05 0.02 0.04 0.45
N 2.4192 -0.0768 0.1465 0.12 -0.10 0.10 -0.18
C 3.3284 -0.0621 -0.8856 -0.03 0.03 0.00 -0.49
C 4.5778 -0.0351 -0.3670 -0.02 0.00 0.05 -0.75
N 4.4094 -0.0328 1.0027 0.15 0.00 0.00 -0.09
H -0.2423 0.0965 4.5618 0.01 0.01 0.01 0.39
H 1.4174 -0.1070 6.3776 0.00 0.01 -0.01 0.38
H 3.8485 -0.2803 5.8167 -0.01 -0.01 -0.01 0.38
H 4.5337 -0.2734 3.4947 -0.01 -0.02 0.02 0.21
H 3.0054 -0.0594 -1.9142 -0.01 0.00 0.03 0.40
H 5.5478 -0.0071 -0.8293 0.00 -0.01 0.02 0.43
H 5.1488 -0.0107 1.6797 -0.02 0.03 -0.02 0.13
S -0.0685 5.4218 -5.5378 -0.04 0.01 -0.01 0.02
N 0.0047 3.7973 -5.6567 0.03 0.07 -0.02 -0.73
C -0.0076 3.3176 -4.4332 -0.01 -0.08 0.19 0.76
C 0.0522 1.9023 -4.0744 0.00 0.02 0.04 -0.26
C 0.1240 0.9092 -4.9872 0.00 -0.02 -0.06 -0.07
C 0.1820 -0.4670 -4.5624 0.02 0.04 -0.04 -1.23
C 0.1606 -0.7240 -3.2271 0.02 -0.03 0.07 -0.25
N 0.0854 0.2243 -2.2691 0.02 0.26 -0.21 -0.34
C 0.0279 1.6029 -2.6430 -0.02 -0.10 -0.06 0.13
C -0.0561 2.5669 -1.6890 -0.01 0.01 0.10 -0.05
N -0.0944 2.2051 -0.3147 -0.02 0.22 -0.39 -0.27
C -0.1170 3.1609 0.6272 -0.01 -0.02 0.03 0.05
C -0.1421 4.5013 0.3632 -0.01 0.01 -0.02 -1.35
C -0.1441 4.9127 -1.0091 0.01 0.06 0.01 0.09
C -0.1044 3.9948 -2.0028 0.00 -0.03 -0.02 -0.34
C -0.0852 4.3421 -3.4183 -0.01 -0.17 0.07 0.76
N -0.1287 5.5600 -3.9139 0.03 0.01 -0.07 -0.74
H 0.1340 1.1670 -6.0397 0.01 -0.02 0.01 0.48
H 0.2410 -1.2791 -5.2721 -0.01 0.01 0.00 0.37
H 0.2061 -1.7467 -2.8625 -0.01 0.01 0.02 0.50
H -0.1200 2.7956 1.6499 0.01 -0.02 -0.01 0.43
H -0.1668 5.2160 1.1725 0.00 0.00 -0.01 0.38
H -0.1734 5.9635 -1.2743 0.00 -0.01 0.02 0.48
C -3.8192 -1.8368 1.3066 -0.06 0.01 0.04 -1.91
C -2.6752 -1.5975 0.3430 0.04 0.03 -0.03 1.68
C -3.0685 -1.9009 -1.0947 0.02 -0.07 -0.01 -1.45
O -2.3271 -0.1957 0.3481 0.01 0.02 0.22 -0.62
C -1.4518 -2.4909 0.6945 0.01 0.04 -0.14 0.24
O -1.6626 -3.5566 1.2521 0.02 -0.04 0.00 -0.73
O -0.3012 -2.0837 0.2815 0.02 0.04 -0.03 -0.73
H -4.6833 -1.2388 1.0101 0.01 0.01 0.01 0.42
H -3.5272 -1.5687 2.3256 0.00 -0.01 -0.02 0.47
H -4.0840 -2.8914 1.3115 0.00 0.01 0.00 0.38
H -3.9585 -1.3329 -1.3709 0.01 0.00 0.02 0.40
H -3.2705 -2.9676 -1.1984 -0.01 0.02 -0.02 0.38
H -2.2585 -1.6267 -1.7719 -0.01 0.00 0.00 0.14
H -2.2911 0.1063 1.2673 0.03 -0.03 -0.01 0.34
```
Positions in Å, forces in eV/Å.

- Lowest unoccupied orbital energy: 2.3 eV
- Highest occupied orbital energy: -2.2 eV
- M: 704.9 g/mol
- Kohn-Sham gap: 4.48 eV
- Relative energy (zero: lowest compared OMol25 entry of this formula, charge and spin): 44.5 kcal/mol
- Total charge: -1

C25H20NO8S2Sn as an isolated structure in a non-equilibrium geometry, computed with ωB97M-V/def2-TZVPD.

```
57
Properties=species:S:1:pos:R:3:forces:R:3:mulliken_charge:R:1
Sn 1.7329 0.2718 0.1518 -0.26 -0.63 -0.94 1.92
O 1.9579 5.8656 2.5351 -0.49 -0.48 -0.61 -0.54
C 1.8192 4.5831 2.0807 0.07 0.55 0.92 1.15
C 2.5924 3.5465 2.6011 0.28 0.09 0.18 -0.58
C 2.4257 2.2898 2.0642 0.29 0.39 0.14 -0.04
N 1.5671 2.1262 1.0809 0.17 0.13 0.36 0.03
C 0.8403 3.0933 0.5618 -0.20 0.11 0.26 0.32
C 0.8715 4.3519 1.1089 0.01 0.22 -0.89 -0.97
C 0.0630 2.7385 -0.6930 0.30 0.26 0.82 0.45
O -0.7170 3.5897 -1.0738 -0.24 -0.42 -0.78 -0.75
O 0.3949 1.5888 -1.1670 -1.00 0.11 0.00 -0.72
C 3.3280 1.0894 2.4103 -0.33 0.94 0.18 0.39
O 4.1371 1.3335 3.2857 0.22 -0.87 -0.09 -0.71
O 3.1232 0.0257 1.7077 0.28 0.64 0.56 -0.72
H 2.5917 5.8516 3.2415 0.54 0.14 0.58 0.29
H 3.3575 3.7080 3.3597 -0.20 -0.06 -0.15 0.45
H 0.2875 5.1377 0.6445 0.03 -0.04 0.21 0.57
O -0.8962 -0.6587 -1.0731 0.46 0.44 -0.11 -0.39
C -1.6685 -0.9243 0.0616 0.29 0.62 -0.08 3.08
C -0.9069 -0.7299 1.4424 0.03 0.25 -1.28 -0.02
O -1.4685 -1.0917 2.4357 -0.50 -0.60 1.33 -0.68
O 0.2170 -0.0958 1.4652 -0.28 0.17 -0.08 -0.54
C -2.8585 0.0340 0.1208 -0.56 0.35 0.44 -0.35
C -3.7906 -0.0772 1.1676 0.11 -0.06 -0.76 -0.15
C -4.9463 0.6837 1.1571 -0.08 -0.19 0.70 -1.05
C -5.1473 1.6427 0.1783 -0.45 0.62 -0.09 -0.30
C -4.1910 1.8325 -0.8010 0.10 -0.06 -0.07 -1.03
C -3.0537 1.0321 -0.8340 -0.43 -0.47 0.25 -0.21
C -2.1106 -2.3623 -0.1163 -0.21 -1.64 -0.08 -0.50
C -2.8045 -3.1021 0.8664 0.14 0.95 -0.06 0.12
C -3.1818 -4.4156 0.6320 -0.03 -0.07 0.65 -1.10
C -2.8108 -5.0473 -0.5256 0.35 -0.64 -0.79 -0.26
C -2.0867 -4.3779 -1.4953 -0.14 0.95 0.78 -0.93
C -1.7645 -3.0414 -1.3081 -0.14 0.79 0.15 -0.21
H -0.6936 0.2897 -1.2257 -0.22 -0.25 0.34 0.06
H -3.5768 -0.7939 1.9433 -0.29 0.15 0.09 0.21
H -5.6809 0.5242 1.9546 0.23 0.18 -0.32 0.34
H -6.0318 2.2915 0.1940 0.28 -0.39 0.02 0.34
H -4.3222 2.5851 -1.5730 0.00 -0.03 0.15 0.41
H -2.3814 1.1673 -1.6524 0.41 0.04 -0.29 0.63
H -3.0221 -2.6070 1.8164 0.06 -0.49 -0.41 0.21
H -3.7034 -5.0131 1.3790 0.02 0.39 0.02 0.34
H -3.0323 -6.0930 -0.6859 -0.17 -0.12 0.09 0.37
H -1.7351 -4.8539 -2.3730 0.09 -0.54 -0.76 0.45
H -1.2623 -2.4738 -2.0989 -0.09 -0.43 0.48 0.32
C 3.7615 -2.7779 -1.9570 0.05 -0.65 -0.87 -1.90
C 3.2539 -1.4751 -1.4325 0.69 2.14 0.18 0.60
S 1.8226 -2.0927 -0.3265 1.54 2.74 -1.28 -0.43
C 3.8299 -0.2035 -1.7953 -1.43 -2.44 0.82 0.73
C 5.0138 -0.2696 -2.7400 0.18 0.55 -0.47 -1.47
S 3.3263 1.5586 -1.3110 0.47 -3.44 -0.14 -0.43
H 3.4703 -3.6000 -1.2881 0.37 0.27 -0.22 0.48
H 4.8222 -2.8431 -2.1810 0.12 0.02 0.23 0.43
H 3.2376 -2.9578 -2.9051 0.07 -0.20 -0.01 0.34
H 5.1846 -1.2693 -3.1363 -0.09 0.13 0.07 0.40
H 5.9542 0.0353 -2.2430 -0.45 0.09 -0.15 0.25
H 4.8614 0.3799 -3.6363 0.06 -0.23 0.77 0.29
```
Positions in Å, forces in eV/Å.

- Lowest unoccupied orbital energy: 2.3 eV
- Highest occupied orbital energy: -5.0 eV
- M: 645.3 g/mol
- Kohn-Sham gap: 7.29 eV
- Relative energy (zero: lowest compared OMol25 entry of this formula, charge and spin): 14.2 kcal/mol
- Total charge: -1

C25H21N2O7W as an isolated structure in a non-equilibrium geometry, computed with ωB97M-V/def2-TZVPD.

```
56
Properties=species:S:1:pos:R:3:forces:R:3:mulliken_charge:R:1
W -0.3815 -0.6010 -1.1326 -0.71 -0.46 -0.08 2.59
C -2.6179 -1.1905 -3.3876 -0.01 0.21 0.04 -1.09
O -2.1031 -0.3242 -2.2753 0.35 0.01 -0.18 -0.53
C -2.3749 1.0316 -2.3302 0.11 0.28 0.97 1.10
C -2.9518 1.6854 -3.3724 -0.47 0.70 -0.47 -0.77
C -3.2116 3.0493 -3.1967 0.02 -0.16 0.05 -0.72
C -2.9118 3.7302 -1.9949 -0.17 -0.02 -0.45 -0.74
C -2.3224 3.0733 -0.9531 0.04 -0.26 0.16 -0.72
C -2.0176 1.7096 -1.1255 -0.64 0.24 -0.25 0.95
N -1.3705 0.9109 -0.2441 1.28 0.34 0.03 0.32
N -0.9876 1.3668 0.9486 -0.40 -0.49 0.46 -0.89
C -0.6480 0.5107 1.8810 -0.30 0.10 0.03 0.51
C -0.8187 -0.9597 1.7127 -0.10 0.83 -0.14 1.17
O -0.9171 -1.4363 0.4986 0.14 0.11 0.29 -0.57
C -0.9216 -1.7801 2.7891 0.03 -0.25 1.07 -0.88
C -0.6868 -1.2350 4.0558 -0.11 -0.37 -0.24 -0.60
C -0.3407 0.1140 4.2801 -0.03 -0.12 0.12 0.55
C -0.0760 0.5621 5.5795 0.05 0.11 0.22 -0.79
C 0.2507 1.8922 5.8055 -0.04 -0.22 0.08 -0.70
C 0.3123 2.7732 4.7363 -0.03 0.06 -0.31 -0.69
C 0.0396 2.3468 3.4299 0.04 0.12 0.15 -0.51
C -0.2888 1.0225 3.1971 0.04 0.05 -0.20 0.32
H -3.6707 -0.9527 -3.4676 -0.12 -0.02 -0.05 0.51
H -2.4637 -2.2063 -3.0685 0.07 -0.22 0.15 0.30
H -2.0562 -0.9605 -4.2837 0.08 0.07 -0.10 0.44
H -3.2160 1.1885 -4.2957 -0.01 0.07 0.01 0.58
H -3.6680 3.5940 -4.0158 0.03 -0.02 0.07 0.47
H -3.1408 4.7843 -1.9038 0.00 -0.04 -0.07 0.47
H -2.0643 3.5754 -0.0302 0.02 -0.05 -0.03 0.55
H -1.1485 -2.8296 2.6549 0.04 0.02 0.02 0.62
H -0.7460 -1.8992 4.9141 0.01 0.06 -0.04 0.48
H -0.1335 -0.1388 6.4054 0.00 0.06 -0.04 0.48
H 0.4512 2.2424 6.8101 0.00 -0.03 -0.04 0.45
H 0.5708 3.8102 4.9150 -0.01 -0.05 -0.04 0.45
H 0.0906 3.0494 2.6084 0.00 0.01 0.04 0.51
O 0.6625 -3.1924 -3.7146 -0.41 -0.26 -0.03 -0.38
C 0.8165 -2.6959 -2.6734 0.56 0.21 0.11 -0.06
O -0.2923 -2.3291 -1.8032 0.24 -0.30 -0.33 -0.67
C 2.1180 -2.2856 -2.0001 -0.16 0.35 0.20 0.13
C 2.0095 -2.3969 -0.4542 0.26 0.22 -0.39 -0.39
C 3.3714 -2.5005 0.1694 0.11 0.13 0.16 -0.88
C 3.9759 -1.1148 -0.1543 0.05 -0.09 0.04 -0.96
C 2.8096 -0.3467 -0.7420 0.01 -0.22 0.11 -0.18
O 1.5825 -0.9831 -0.1084 -0.11 -0.47 -0.50 -0.71
C 2.4965 -0.7284 -2.1810 -0.29 -0.14 0.08 -0.18
C 1.2394 0.0668 -2.5064 0.03 0.13 -0.24 0.30
O 0.3613 -0.3028 -3.3018 0.43 0.08 -0.01 -0.45
O 0.7711 0.9397 -1.5780 0.14 -0.33 -0.53 -0.61
H 2.9008 -2.9204 -2.4000 0.13 -0.02 -0.09 0.85
H 1.2652 -3.0856 -0.0935 -0.26 -0.15 0.12 0.60
H 3.9347 -3.3345 -0.2462 0.00 0.02 0.00 0.43
H 3.2827 -2.6562 1.2426 0.03 -0.01 0.00 0.38
H 4.7840 -1.1649 -0.8846 0.01 0.00 0.04 0.36
H 4.3626 -0.6188 0.7307 0.01 -0.01 0.03 0.39
H 2.8016 0.7099 -0.5369 -0.08 0.23 0.07 0.78
H 3.2874 -0.5688 -2.9085 0.08 -0.01 -0.08 0.61
```
Positions in Å, forces in eV/Å.

- Lowest unoccupied orbital energy (spin up / spin down): -12.3 / -12.3 eV
- Highest occupied orbital energy (spin up / spin down): -17.3 / -17.3 eV
- M: 645.3 g/mol
- Kohn-Sham gap (spin up / spin down): 5.03 / 5.03 eV
- Relative energy (zero: lowest compared OMol25 entry of this formula, charge and spin): 0.0 kcal/mol
- Total charge: +3

A 2-piece molecular cluster, C25H21N3O3 overall in a non-equilibrium geometry, computed with ωB97M-V/def2-TZVPD.

```
52
Properties=species:S:1:pos:R:3:forces:R:3:mulliken_charge:R:1
O -0.8704 -0.1832 1.3319 0.08 1.03 -0.07 -0.61
C -1.4677 -1.1352 1.8698 0.37 -1.10 0.08 0.75
C -0.7566 -2.3843 2.1883 -0.99 0.89 -0.59 -0.28
N 0.6828 -2.3387 2.0365 1.06 -0.09 -0.19 1.00
O 1.3464 -1.5206 2.6965 -1.02 -1.23 -1.07 -0.59
O 1.1930 -3.1335 1.2143 -0.34 0.93 1.07 -0.61
C -1.4425 -3.5945 2.1811 0.02 -0.04 0.15 -0.36
C -2.8365 -3.6249 2.1824 0.13 -0.27 -0.08 -0.70
C -3.5497 -2.4077 2.1254 0.15 0.06 0.23 -0.17
C -2.9038 -1.1913 2.0503 0.24 -0.18 -0.18 -0.78
H -0.8576 -4.5133 2.1661 -0.16 0.12 0.13 0.37
H -3.3643 -4.5863 2.2385 0.26 0.51 -0.07 0.34
H -4.6400 -2.4330 2.1286 0.19 0.01 0.09 0.36
H -3.4382 -0.2387 1.9867 0.09 -0.37 -0.09 0.40
C -0.6295 5.6402 1.0281 -0.28 0.29 -0.03 -0.90
N -0.2452 4.3616 0.4594 -0.89 -0.49 -1.02 0.17
C -1.0375 3.5808 -0.3287 1.02 -0.39 0.76 -0.99
C -0.3608 2.3710 -0.6218 0.12 0.54 0.10 1.26
C -0.8765 1.2903 -1.3417 0.31 0.31 -0.19 -1.09
C -0.1186 0.2524 -1.8954 0.11 -0.51 -0.28 1.17
C 1.2318 0.2068 -2.3309 -0.47 -1.05 0.49 -1.09
N 1.5751 -1.0862 -2.6002 -0.33 1.52 -0.02 0.27
C 2.8978 -1.5361 -2.9893 0.40 0.11 -0.20 -0.88
C 0.4749 -1.9242 -2.3923 -0.26 0.32 0.73 0.47
C -0.6110 -1.1180 -1.9808 0.69 -0.31 -0.12 0.87
C -1.7696 -1.7203 -1.5158 -0.24 -0.56 -0.07 -0.14
C -1.8235 -3.1216 -1.4766 -0.14 0.50 -0.08 -0.71
C -0.7269 -3.9064 -1.8740 0.31 0.33 -0.18 -0.66
C 0.4569 -3.3085 -2.3268 -0.54 -0.36 0.00 -1.00
C 0.9366 2.4525 0.0576 -0.30 0.88 0.36 0.90
C 0.9748 3.7245 0.6867 -0.23 -0.61 0.04 0.04
C 2.0045 4.1551 1.5077 0.56 -0.39 0.01 -1.02
C 3.0908 3.2814 1.6666 -0.39 0.27 -0.27 -0.66
C 3.0773 2.0097 1.0651 -0.51 -0.12 -0.15 -1.23
C 1.9636 1.5622 0.3283 0.91 0.03 0.21 0.07
H 0.1719 5.9988 1.6777 -0.28 -0.07 -0.15 0.26
H -0.8085 6.3849 0.2418 0.12 -0.20 0.16 0.33
H -1.5494 5.5281 1.6165 0.30 0.01 -0.09 0.34
H -2.0369 3.8822 -0.6298 0.27 0.02 0.13 0.46
H -1.9579 1.2401 -1.4847 0.19 -0.07 0.20 0.34
H 1.9328 1.0310 -2.4337 -0.11 -0.33 -0.03 0.57
H 2.8969 -2.6267 -3.0564 0.05 0.31 0.04 0.28
H 3.1806 -1.1209 -3.9654 -0.13 -0.13 0.19 0.32
H 3.6459 -1.2187 -2.2502 -0.27 -0.16 -0.14 0.34
H -2.5951 -1.0922 -1.1785 0.15 -0.40 0.11 0.14
H -2.7314 -3.6036 -1.1059 0.37 0.14 -0.08 0.35
H -0.7917 -4.9937 -1.8078 0.05 0.36 0.02 0.38
H 1.3386 -3.8902 -2.5904 -0.33 -0.01 0.12 0.22
H 1.9502 5.1263 1.9981 0.24 -0.33 -0.05 0.23
H 3.9391 3.5913 2.2793 -0.24 -0.14 -0.22 0.37
H 3.9408 1.3485 1.1823 -0.45 0.17 0.14 0.40
H 1.8942 0.5326 -0.0148 0.18 0.23 0.15 0.70
```
Positions in Å, forces in eV/Å.

- Lowest unoccupied orbital energy: -1.7 eV
- Highest occupied orbital energy: -6.0 eV
- M: 411.5 g/mol
- Kohn-Sham gap: 4.33 eV
- Relative energy (zero: lowest compared OMol25 entry of this formula, charge and spin): 115.7 kcal/mol
- Total charge: 0